1.
Computed, not measured: C21H17ClN3O4Pt as an isolated structure, with ωB97M-V with the def2-TZVPD basis set.

Element x y z (Å)
C 2.13 -2.04 3.29
H 1.55 -3.31 -0.71
H 1.01 -1.58 -4.34
O 2.56 0.71 -1.32
H 2.60 -2.98 3.03
H 0.68 2.06 1.84
Cl 0.34 1.93 4.45
H 0.44 -2.12 0.01
C -2.72 -0.15 -1.35
O -1.48 -1.56 -3.49
H 2.95 2.19 -5.06
H -3.56 1.88 3.50
N 0.10 1.51 -3.41
C 1.08 -0.50 -4.26
C 1.00 -2.38 -0.89
C 2.14 1.59 -4.66
H 1.89 -2.53 5.38
N -1.42 -0.12 -1.68
C 1.17 -0.57 4.91
C 1.68 -0.04 -0.99
H 0.87 -0.34 5.93
C -2.17 1.37 1.96
H 0.30 -2.53 -1.71
C 1.31 0.16 2.57
C -4.28 0.46 0.52
O -3.69 -0.49 -2.02
H -1.30 1.72 2.50
C 1.10 2.19 -3.97
C 1.92 -1.09 2.31
C 0.98 0.37 3.91
H -5.52 1.04 2.18
H -5.07 0.08 -0.12
C 1.74 -1.79 4.60
H 2.09 1.40 1.05
Pt -0.05 0.46 -0.13
C -4.51 0.99 1.78
H 1.08 3.27 -3.84
C -1.02 -0.59 -2.92
H 2.92 -0.30 -5.34
C 0.10 0.19 -3.56
C -3.43 1.46 2.51
C 1.11 1.13 1.45
C -2.99 0.41 0.04
H 2.22 -1.29 1.29
N -1.95 0.86 0.75
O 1.97 -1.39 -1.21
C 2.12 0.21 -4.81

Results
- net charge = -1
- orbital gap (eV) = 7.46
- calculated total energy (Eh) = -1855.3202
- energy above the lowest of the compared OMol25 structures with the same formula, charge and spin (kJ/mol) = 0.0

---

2.
Computed, not measured: a single C6H9ClN2S2 molecule in a non-equilibrium geometry, with ωB97M-V with the def2-TZVPD basis set.

Element x y z (Å)
H -3.62 0.34 1.47
Cl 2.60 -1.75 1.26
C -2.75 0.22 0.79
S 3.62 1.19 -0.10
C 2.94 -1.93 -0.45
H -0.11 -0.41 0.83
H -4.09 1.17 -0.43
C -1.63 1.11 0.72
N 3.64 -1.32 -1.24
H 5.27 0.02 -1.57
C -3.64 0.19 -0.50
S 0.86 1.79 0.45
H -1.65 2.14 0.69
C 4.27 -0.16 -1.02
H -4.36 -0.57 -0.42
C -0.41 0.63 0.76
H 2.25 -2.64 -0.93
H -2.28 -0.82 0.85
N 2.13 0.69 0.14
H -3.03 0.10 -1.29

Results
- orbital gap (alpha / beta) (eV) = 6.64 / 6.90
- calculated total energy (Eh) = -1599.9214
- energy above the lowest of the compared OMol25 structures with the same formula, charge and spin (kJ/mol) = 124.0

---

3.
Computed, not measured: a single C4H4O2 molecule, with ωB97M-V with the def2-TZVPD basis set.

Element x y z (Å)
H -2.01 -0.42 -0.30
H 0.43 -1.97 0.17
C 0.23 -0.94 -0.10
O 1.02 -0.48 -1.20
C -0.15 1.13 -0.11
H -1.15 0.07 1.16
C 1.09 0.23 0.04
C -1.03 -0.12 0.08
H 1.99 0.31 0.65
O -0.35 2.30 -0.21

Results
- orbital gap (eV) = 10.62
- calculated total energy (Eh) = -305.1957
- energy above the lowest of the compared OMol25 structures with the same formula, charge and spin (kJ/mol) = 220.0
- SMILES = O=C1C[C@H]2O[C@@H]12

---

4.
Computed, not measured: a single C28H28N4O3 molecule in a non-equilibrium geometry, with ωB97M-V with the def2-TZVPD basis set.

Element x y z (Å)
H -0.90 2.44 -2.00
H -2.72 5.35 4.75
C -1.39 0.82 2.65
C -0.95 3.53 1.17
H 0.12 2.02 0.10
C -2.02 4.27 -1.41
O -0.02 5.60 9.37
N -0.78 6.40 7.36
H -2.36 7.65 7.85
H 0.35 2.26 7.07
C 0.82 2.40 11.36
H 1.18 2.29 13.50
H -2.19 2.81 9.83
H -2.04 5.27 1.87
H -1.18 2.85 7.85
C -1.88 2.67 11.99
N -0.21 1.60 2.32
N 2.07 2.41 10.73
C -1.49 2.69 10.65
C -0.14 2.57 10.33
C -0.18 3.84 4.87
C 0.40 -0.66 2.59
H -1.75 -1.21 2.74
H -2.94 2.76 12.24
C -1.27 7.65 7.91
H 0.65 7.30 5.40
C 0.56 2.69 9.09
C 0.92 0.68 2.47
C -2.51 5.89 5.68
H 0.99 -1.51 2.50
H -3.08 5.81 -0.37
N -0.31 4.69 5.93
H -1.00 7.78 8.97
C -1.79 4.63 1.01
H -1.28 2.50 14.05
O 2.07 1.03 2.47
H 0.77 3.40 2.45
C 0.32 4.37 7.22
H 1.42 4.50 7.11
H -2.96 6.88 5.57
C -1.16 3.16 -1.22
H -0.24 6.58 4.04
H -3.04 5.36 6.48
H 2.75 2.59 8.68
C -0.97 -0.56 2.66
C -0.36 3.08 2.53
H 0.34 2.90 5.04
C -0.70 4.05 3.67
C -2.33 5.00 -0.24
C 1.91 2.56 9.37
H -1.40 4.84 3.62
C -1.00 5.99 5.97
C -0.93 2.51 13.01
C -0.62 2.82 0.02
H -2.49 4.35 -2.42
H -0.99 7.91 4.97
H 2.96 2.31 11.20
C -0.07 2.98 7.78
C -0.15 5.49 8.16
H -0.86 8.53 7.38
C -0.35 7.02 5.04
O -2.42 1.42 2.88
C 0.44 2.39 12.71

Results
- orbital gap (eV) = 6.40
- calculated total energy (Eh) = -1528.4571
- energy above the lowest of the compared OMol25 structures with the same formula, charge and spin (kJ/mol) = 461.0
- SMILES = CN1C(=O)[C@@H](Cc2c[nH]c3ccccc23)N(/C=C/[C@H](c2ccccc2)N2C(=O)C=CC2=O)C1(C)C

---

5.
Computed, not measured: C8H7N3O as an isolated structure in a non-equilibrium geometry, with ωB97M-V with the def2-TZVPD basis set.

Element x y z (Å)
C -0.27 -0.78 -0.93
H -3.52 -0.01 -0.66
H -0.34 -1.44 -1.88
C 1.00 -0.33 -0.35
H 3.65 0.24 1.49
H -1.67 -1.98 0.57
C 1.58 -0.43 0.91
C -1.04 1.31 0.13
C -1.75 0.20 0.84
H -2.17 0.11 1.93
H 1.56 0.68 -2.10
N 1.85 0.34 -1.17
C 2.80 0.23 0.79
C -2.43 -0.03 -0.46
N -1.39 0.83 -1.16
C -1.46 -1.06 0.06
N 3.00 0.63 -0.43
O -0.56 2.31 0.60
H 1.17 -0.81 1.80

Results
- orbital gap (eV) = 9.01
- calculated total energy (Eh) = -548.3748
- energy above the lowest of the compared OMol25 structures with the same formula, charge and spin (kJ/mol) = 585.8

---

6.
Computed, not measured: an isolated ion of composition C8H12NO2 and charge +1 in a non-equilibrium geometry, with ωB97M-V with the def2-TZVPD basis set.

Element x y z (Å)
C 2.56 0.01 1.16
H 0.25 -2.16 -0.67
C -3.22 0.54 0.83
C -1.53 0.72 -1.25
H 1.31 1.34 1.52
C -1.59 -1.37 -0.10
H -3.78 -0.24 1.39
O 1.43 1.93 -0.82
H -3.78 1.52 0.58
H -2.02 -2.16 0.44
H 0.42 -0.08 1.43
O -1.85 0.66 1.24
C -2.14 0.08 -0.04
H 3.20 0.67 0.66
C 0.89 0.95 -0.49
C -0.06 0.10 -1.24
C -0.44 -1.29 -0.69
H 2.49 -0.85 0.49
H -1.52 1.90 -1.19
H -1.89 0.46 -2.32
N 1.17 0.53 0.95
H 2.92 -0.17 2.18
H 0.17 0.06 -2.34

Results
- net charge = +1
- orbital gap (eV) = 10.33
- calculated total energy (Eh) = -516.9154
- energy above the lowest of the compared OMol25 structures with the same formula, charge and spin (kJ/mol) = 206.4
- SMILES = C[NH2+]C(=O)[C@H]1C=C[C@]2(CO2)C1

---

What did the fifth record say?
Computed, not measured: C8H7N3O as an isolated structure in a non-equilibrium geometry, with ωB97M-V with the def2-TZVPD basis set.

Element x y z (Å)
C -0.27 -0.78 -0.93
H -3.52 -0.01 -0.66
H -0.34 -1.44 -1.88
C 1.00 -0.33 -0.35
H 3.65 0.24 1.49
H -1.67 -1.98 0.57
C 1.58 -0.43 0.91
C -1.04 1.31 0.13
C -1.75 0.20 0.84
H -2.17 0.11 1.93
H 1.56 0.68 -2.10
N 1.85 0.34 -1.17
C 2.80 0.23 0.79
C -2.43 -0.03 -0.46
N -1.39 0.83 -1.16
C -1.46 -1.06 0.06
N 3.00 0.63 -0.43
O -0.56 2.31 0.60
H 1.17 -0.81 1.80

Results
- orbital gap (eV) = 9.01
- calculated total energy (Eh) = -548.3748
- energy above the lowest of the compared OMol25 structures with the same formula, charge and spin (kJ/mol) = 585.8